Entry 1:
The following is a quantum chemistry calculation of the molecule C11H14N2O3 at a distorted geometry, from the Open Molecules 2025 dataset.

The calculated total energy is -20756.0661 eV. As for the HOMO-LUMO gap: 9.4 eV. The SMILES is NCC(=O)N[C@@H](Cc1ccccc1)C(=O)O. The value obtained for the strongest force on any atom is 4.2 eV/A.

XYZ file:
```
30
Properties=species:S:1:pos:R:3:mulliken_charge:R:1
N -4.457 -0.948 -0.216 -0.635
C -3.497 -0.060 -0.748 -0.502
C -2.357 -0.153 0.106 0.469
O -2.427 -0.783 1.135 -0.680
N -1.213 0.579 -0.375 -0.084
C -0.419 1.451 0.464 0.065
C 0.431 0.704 1.464 -1.043
C 1.430 -0.224 0.782 0.339
C 2.794 0.084 0.631 -0.352
C 3.654 -0.744 0.018 -0.578
C 3.232 -1.916 -0.638 -0.417
C 1.900 -2.240 -0.563 -0.791
C 0.987 -1.375 0.219 0.179
C 0.599 2.045 -0.502 0.187
O 0.920 1.547 -1.563 -0.567
O 1.132 3.091 0.072 -0.415
H -4.184 -1.361 0.717 0.310
H -4.642 -1.696 -0.860 0.236
H -3.307 -0.256 -1.814 0.377
H -3.907 0.980 -0.603 0.185
H -1.348 1.015 -1.336 0.267
H -0.886 2.284 0.875 0.488
H -0.252 0.026 2.056 0.350
H 0.911 1.384 2.212 0.489
H 3.223 1.013 0.863 0.404
H 4.689 -0.488 0.042 0.379
H 3.944 -2.632 -1.073 0.353
H 1.484 -3.005 -1.199 0.374
H -0.028 -1.834 0.482 0.218
H 1.596 3.514 -0.646 0.395
```

=====

Entry 2:
The following is a quantum chemistry calculation of a cluster of 2 separate species, C5H5Cl in total at a distorted geometry, from the Open Molecules 2025 dataset.

The calculated total energy is -17783.6320 eV. As for the HOMO-LUMO gap: 10.2 eV. The SMILES is C=C=CCl.C#C. The value obtained for the strongest force on any atom is 4.7 eV/A.

XYZ file:
```
11
Properties=species:S:1:pos:R:3:mulliken_charge:R:1
C 1.846 -1.082 -2.381 -0.652
C 0.956 -0.607 -1.514 0.044
C 0.103 -0.138 -0.559 -0.009
Cl -0.196 -1.072 0.795 -0.136
H 2.843 -0.839 -2.216 0.267
H 1.544 -1.670 -3.240 0.248
H -0.143 0.988 -0.554 0.240
C -1.732 1.178 1.815 -0.489
C -1.709 1.090 3.020 -0.307
H -1.791 1.188 0.747 0.419
H -1.721 0.965 4.086 0.376
```

=====

Entry 3:
The following is a quantum chemistry calculation of a cluster of 2 separate species, C4H17N8P in total at a distorted geometry, from the Open Molecules 2025 dataset.

Its net charge is +2. As for the spin multiplicity: 3. The calculated total energy is -25614.4638 eV. As for the HOMO-LUMO gap (alpha / beta): 6.3 / 5.6 eV. The value obtained for the strongest force on any atom is 8.2 eV/A.

XYZ file:
```
30
Properties=species:S:1:pos:R:3:mulliken_spin:R:1
C -1.848 -2.161 -0.186 0.020
C -1.241 3.355 -0.551 -0.004
C 2.165 -2.947 -0.200 0.017
C 3.060 -1.005 1.109 0.025
N 0.115 0.368 1.342 0.263
N -2.495 -2.683 -1.210 0.027
N -2.474 -2.076 1.045 0.006
N -1.001 3.990 0.559 0.003
N -0.909 2.052 -0.740 -0.001
N 1.970 -1.636 0.426 0.670
N -1.507 4.054 -1.640 0.001
N -0.584 -1.697 -0.315 0.026
P 0.494 -0.953 0.611 0.783
H 1.176 -3.506 -0.519 0.012
H 2.810 -2.857 -1.116 0.044
H 2.607 -3.668 0.430 0.021
H 3.834 -0.770 0.256 0.052
H 2.646 -0.098 1.521 -0.009
H 3.344 -1.699 1.788 0.032
H 0.865 0.670 1.872 0.008
H -3.494 -2.908 -1.093 -0.002
H -2.311 -2.450 -2.190 -0.001
H -3.460 -2.274 1.198 0.001
H -1.946 -2.127 1.857 -0.001
H -1.261 3.767 1.491 0.000
H -1.041 4.992 0.396 0.000
H -0.471 1.386 -0.001 0.009
H -1.835 4.968 -1.710 0.000
H -1.743 3.449 -2.476 0.000
H -1.045 1.834 -1.712 -0.001
```

=====

Entry 4:
The following is a quantum chemistry calculation of a cluster of 2 separate species, C2H3BO3 in total at a distorted geometry, from the Open Molecules 2025 dataset.

The calculated total energy is -8940.7349 eV. As for the HOMO-LUMO gap: 9.0 eV. The SMILES is C#CO.O=BO. The value obtained for the strongest force on any atom is 3.7 eV/A.

XYZ file:
```
9
Properties=species:S:1:pos:R:3:mulliken_charge:R:1
C -0.181 0.836 1.685 -0.447
C 0.683 1.178 0.931 0.173
O 1.755 1.550 0.366 -0.476
H -1.081 0.831 2.221 0.370
H 1.686 1.772 -0.635 0.391
O 1.583 -0.185 -1.914 -0.479
B 0.725 -1.012 -1.971 0.547
O -0.342 -1.760 -1.993 -0.437
H -0.321 -2.749 -1.874 0.357
```

=====

Entry 5:
The following is a quantum chemistry calculation of the molecule C3H6S3 at a distorted geometry, from the Open Molecules 2025 dataset.

The calculated total energy is -35711.9280 eV. As for the HOMO-LUMO gap: 8.3 eV. The SMILES is CSC(=S)CS. The value obtained for the strongest force on any atom is 4.0 eV/A.

XYZ file:
```
12
Properties=species:S:1:pos:R:3:mulliken_charge:R:1
C 2.233 -0.347 -0.452 -0.875
S 0.531 -1.110 -0.040 0.045
C -0.371 0.397 0.088 0.389
S 0.309 1.809 -0.358 -0.322
C -1.729 0.453 0.747 -0.810
S -2.796 -0.233 -0.666 -0.150
H 2.888 -1.311 -0.675 0.297
H 2.005 0.281 -1.368 0.330
H 2.729 0.074 0.453 0.322
H -1.927 -0.143 1.669 0.266
H -2.121 1.421 0.957 0.379
H -1.751 -1.291 -0.354 0.129
```

=====

Entry 6:
The following is a quantum chemistry calculation of a cluster of 2 separate species, C4H11N3O2 in total at a distorted geometry, from the Open Molecules 2025 dataset.

The calculated total energy is -12890.0722 eV. As for the HOMO-LUMO gap: 10.2 eV. The SMILES is [H]/N=C(/N)NC.CC(=O)O. The value obtained for the strongest force on any atom is 6.7 eV/A.

XYZ file:
```
20
Properties=species:S:1:pos:R:3:mulliken_charge:R:1
H 1.182 -1.657 -0.455 0.181
N 0.874 -0.658 -0.334 -0.656
C 0.254 -0.067 -1.197 0.586
N -0.096 1.230 -1.071 -0.484
N -0.369 -0.799 -2.347 -0.429
C 0.668 -0.803 -3.426 -0.727
H 0.333 1.785 -0.192 0.264
H -0.248 1.879 -1.725 0.175
H -1.048 -0.085 -2.692 0.290
H 0.674 -1.776 -3.864 0.281
H 1.744 -0.762 -3.196 0.284
H 0.294 -0.105 -4.137 0.301
C -0.931 -0.282 3.530 -0.884
C -0.325 1.017 3.123 0.675
O -0.553 1.985 3.724 -0.495
O 0.344 1.057 1.906 -0.492
H -0.977 -1.033 2.668 0.310
H -1.862 -0.324 4.239 0.263
H -0.123 -0.734 4.037 0.307
H 0.166 0.133 1.410 0.249
```

=====

Entry 7:
The following is a quantum chemistry calculation of the molecule C2H5N3S2 at a distorted geometry, from the Open Molecules 2025 dataset.

The calculated total energy is -28294.0995 eV. As for the HOMO-LUMO gap: 8.6 eV. The SMILES is NC(=S)N/C=N\S. The value obtained for the strongest force on any atom is 5.5 eV/A.

XYZ file:
```
12
Properties=species:S:1:pos:R:3:mulliken_charge:R:1
N -0.430 -1.172 0.691 -0.472
C -1.108 -0.305 -0.057 0.097
S -2.745 -0.368 -0.496 -0.350
N -0.394 0.812 -0.461 -0.257
C 0.811 1.285 0.016 0.052
N 1.824 0.444 0.172 -0.393
S 2.014 -0.970 -0.664 -0.035
H -1.138 -1.633 1.305 0.324
H 0.310 -0.886 1.478 0.304
H -0.821 1.524 -1.179 0.254
H 0.781 2.260 0.593 0.309
H 0.895 -0.991 -1.398 0.168
```

=====

Entry 8:
The following is a quantum chemistry calculation of a structure of composition C39H61HfN7P2S, from the Open Molecules 2025 dataset.

Its net charge is +2. The calculated total energy is -82575.9014 eV. As for the HOMO-LUMO gap: 7.7 eV. The value obtained for the strongest force on any atom is 0.7 eV/A.

XYZ file:
```
111
Properties=species:S:1:pos:R:3:mulliken_charge:R:1
Hf 1.608 -0.576 0.513 -0.568
C 4.428 -0.449 2.183 -1.009
C 3.284 -0.716 3.164 -0.899
N 1.999 -0.090 2.755 0.088
C 1.795 1.311 3.204 -0.471
C 2.781 2.302 2.606 -1.198
S 2.808 2.244 0.779 0.344
C 4.554 1.932 0.382 -1.038
C 4.792 0.490 -0.068 -0.733
N 4.024 -0.488 0.741 -0.552
H 5.222 -1.175 2.367 0.551
H 4.862 0.525 2.375 0.495
H 3.578 -0.365 4.156 0.607
H 3.101 -1.786 3.229 0.475
H 1.261 -0.632 3.218 -0.258
H 1.858 1.361 4.295 0.609
H 0.779 1.581 2.912 0.003
H 3.791 2.156 2.984 0.524
H 2.479 3.307 2.899 0.659
H 5.173 2.214 1.230 0.545
H 4.824 2.606 -0.430 0.539
H 5.862 0.268 -0.032 0.505
H 4.473 0.380 -1.107 0.291
H 4.256 -1.418 0.395 0.335
C -4.165 -5.052 -0.451 -0.627
C -3.180 -4.757 -1.386 -0.690
C -2.099 -3.975 -1.022 -0.313
C -1.986 -3.498 0.285 0.673
C -2.976 -3.792 1.219 -0.626
C -4.065 -4.567 0.844 -0.794
P -0.503 -2.550 0.703 2.142
C -0.766 -1.940 2.405 0.376
C -1.339 -0.675 2.576 0.072
C -1.451 -0.120 3.844 -0.495
C -0.974 -0.812 4.950 -0.706
C -0.404 -2.071 4.789 -0.778
C -0.305 -2.636 3.525 -0.755
C 0.886 -3.675 0.903 -0.568
C 0.879 -5.060 0.986 -0.297
C 2.082 -5.716 1.212 -0.793
C 3.243 -4.973 1.374 -1.269
C 3.213 -3.583 1.299 -0.515
C 2.034 -2.868 1.041 1.091
H -5.013 -5.661 -0.736 0.425
H -3.260 -5.134 -2.397 0.475
H -1.337 -3.731 -1.759 0.295
H -2.901 -3.420 2.232 0.381
H -4.834 -4.798 1.569 0.444
H -1.674 -0.118 1.710 0.216
H -1.911 0.852 3.969 0.507
H -1.058 -0.379 5.938 0.448
H -0.053 -2.619 5.654 0.498
H 0.136 -3.618 3.406 0.509
H -0.044 -5.617 0.875 0.570
H 2.114 -6.796 1.270 0.454
H 4.182 -5.481 1.555 0.445
H 4.165 -3.077 1.459 0.176
N 0.205 0.691 0.008 1.214
P -0.707 1.419 -1.041 -2.015
N 0.208 2.047 -2.281 0.563
C -0.414 3.062 -3.156 -0.586
C 0.309 3.124 -4.492 -1.040
C 1.783 3.516 -4.319 -0.749
C 2.348 2.973 -2.995 -1.042
C 1.593 1.721 -2.572 1.875
N -1.854 0.497 -1.819 0.768
C -1.471 -0.373 -2.926 0.377
C -2.650 -0.599 -3.863 -1.137
C -3.841 -1.167 -3.098 -0.243
C -4.192 -0.272 -1.914 -0.888
C -2.971 -0.042 -1.034 0.554
N -1.601 2.597 -0.318 1.124
C -2.849 3.167 -0.854 -0.533
C -3.674 3.721 0.298 -0.961
C -2.959 4.918 0.941 -0.660
C -1.434 4.766 0.833 -1.077
C -1.025 3.301 0.842 0.607
H -0.387 4.045 -2.671 0.285
H -1.464 2.802 -3.308 0.603
H -0.203 3.834 -5.141 0.464
H 0.229 2.149 -4.982 0.297
H 1.893 4.600 -4.346 0.350
H 2.359 3.125 -5.159 0.368
H 2.239 3.712 -2.197 0.332
H 3.414 2.757 -3.092 0.466
H 2.034 1.288 -1.671 -1.682
H 1.672 0.968 -3.375 0.202
H -1.139 -1.353 -2.534 -0.441
H -0.637 0.081 -3.462 0.327
H -2.348 -1.271 -4.669 0.391
H -2.919 0.357 -4.321 0.326
H -3.594 -2.169 -2.728 -0.195
H -4.700 -1.277 -3.760 0.501
H -4.981 -0.725 -1.311 0.446
H -4.572 0.689 -2.274 0.282
H -2.676 -0.998 -0.579 -1.275
H -3.199 0.653 -0.224 0.521
H -3.390 2.388 -1.387 0.153
H -2.644 3.967 -1.573 0.411
H -3.825 2.922 1.030 0.237
H -4.663 4.006 -0.061 0.506
H -3.259 5.011 1.985 0.339
H -3.264 5.841 0.447 0.360
H -0.934 5.287 1.651 0.441
H -1.070 5.219 -0.092 0.270
H -1.357 2.825 1.774 -0.003
H 0.063 3.213 0.802 -0.359
N 2.052 -1.386 -1.646 -0.629
H 2.024 -2.401 -1.544 0.402
H 2.915 -1.170 -2.140 0.325
H 1.298 -1.118 -2.278 0.012
```

=====

Entry 9:
The following is a quantum chemistry calculation of the molecule C8H12O3 at a distorted geometry, from the Open Molecules 2025 dataset.

The calculated total energy is -14631.7592 eV. As for the HOMO-LUMO gap: 10.0 eV. The SMILES is CC1(C)O[C@H]2CCC(=O)[C@@H]1O2. The value obtained for the strongest force on any atom is 3.0 eV/A.

XYZ file:
```
23
Properties=species:S:1:pos:R:3:mulliken_charge:R:1
C -1.215 1.973 1.054 -1.454
C -0.725 0.624 0.285 0.947
C -2.003 0.095 -0.429 -1.387
O -0.112 -0.316 1.226 -0.444
C 1.303 -0.219 1.086 -0.031
C 1.643 -1.513 0.454 -0.676
C 0.926 -1.733 -0.887 -0.547
C 0.698 -0.349 -1.599 0.028
O 0.594 -0.300 -2.790 -0.558
C 0.438 0.887 -0.686 0.369
O 1.541 0.854 0.214 -0.520
H -1.952 2.533 0.425 0.355
H -1.784 1.557 1.979 0.316
H -0.376 2.586 1.382 0.381
H -2.803 -0.073 0.361 0.400
H -2.218 0.820 -1.247 0.376
H -1.920 -0.956 -0.940 0.242
H 1.893 0.114 1.980 0.402
H 1.489 -2.355 1.170 0.368
H 2.751 -1.423 0.363 0.343
H -0.133 -2.162 -0.578 0.142
H 1.412 -2.454 -1.530 0.460
H 0.554 1.811 -1.290 0.488
```

=====

Entry 10:
The following is a quantum chemistry calculation of a cluster of 2 separate species, C2H3O2S2 in total at a distorted geometry, from the Open Molecules 2025 dataset.

Its net charge is -1. The calculated total energy is -27888.1661 eV. As for the HOMO-LUMO gap (alpha / beta): 6.6 / 6.6 eV. The value obtained for the strongest force on any atom is 2.4 eV/A.

XYZ file:
```
9
Properties=species:S:1:pos:R:3:mulliken_charge:R:1
C -2.212 -0.624 0.166 0.650
C 1.745 0.167 -0.053 -0.776
O -1.626 -1.237 0.999 -0.557
O -3.249 -0.622 -0.464 -0.536
S -1.424 0.940 -0.636 -0.231
S 1.264 1.845 0.431 -0.348
H 2.799 0.017 0.179 0.297
H 1.573 0.053 -1.120 0.255
H 1.129 -0.539 0.499 0.246
```

=====

Entry 11:
The following is a quantum chemistry calculation of the molecule C2H5N3S at a distorted geometry, from the Open Molecules 2025 dataset.

The calculated total energy is -17457.8782 eV. As for the HOMO-LUMO gap: 9.1 eV. The SMILES is [H]/N=C\NNC=S. The value obtained for the strongest force on any atom is 6.8 eV/A.

XYZ file:
```
11
Properties=species:S:1:pos:R:3:mulliken_charge:R:1
H -3.614 -0.384 -0.980 0.230
N -3.231 -0.458 0.067 -0.475
C -2.116 -0.084 0.345 0.065
N -1.100 0.611 -0.339 -0.235
N 0.143 0.488 0.203 -0.175
C 1.027 -0.371 -0.332 -0.100
S 2.578 -0.136 0.083 -0.351
H -2.001 -0.111 1.591 0.244
H -1.136 0.890 -1.293 0.231
H 0.715 1.271 0.489 0.212
H 0.644 -1.246 -0.736 0.355
```

=====

Entry 12:
The following is a quantum chemistry calculation of a cluster of 3 separate species, C18H43N9O5P2 in total at a distorted geometry, from the Open Molecules 2025 dataset.

The calculated total energy is -61575.5274 eV. As for the HOMO-LUMO gap: 6.5 eV. The SMILES is COC[C@H](C#N)[C@@H](C#N)ON=O.CN(C)P(=O)(N(C)C)N(C)C.CN(C)P(=O)(N(C)C)N(C)C. The value obtained for the strongest force on any atom is 8.0 eV/A.

XYZ file:
```
77
Properties=species:S:1:pos:R:3:mulliken_charge:R:1
C -1.360 -1.470 -1.594 -0.306
O -2.217 -0.526 -2.289 -0.290
C -2.947 0.322 -1.378 -0.710
C -2.061 1.527 -0.746 0.506
C -3.024 2.427 0.187 -0.128
N -3.650 2.791 1.166 -0.545
C -1.349 2.461 -1.842 0.163
C -2.224 2.756 -3.151 0.076
N -2.829 2.861 -4.200 -0.461
O -0.838 3.718 -1.278 -0.120
N -0.144 4.406 -2.252 0.116
O 1.031 4.233 -2.117 -0.254
H -1.044 -1.097 -0.539 0.247
H -0.381 -1.712 -2.174 -0.034
H -1.872 -2.505 -1.446 0.219
H -3.499 -0.253 -0.538 0.362
H -3.789 0.845 -1.987 0.412
H -1.215 1.009 -0.143 0.401
H -0.403 1.888 -2.202 0.324
C 1.838 -7.618 -3.735 -0.878
N 1.008 -6.547 -3.221 0.144
C -0.310 -7.088 -2.891 -1.119
P 0.952 -4.912 -3.726 0.943
O 0.831 -4.389 -2.279 -0.816
N 2.529 -4.223 -3.903 0.103
C 3.673 -4.810 -3.209 -1.075
C 2.544 -2.774 -3.665 -1.100
N 1.050 -5.474 -5.421 -0.016
C 2.263 -5.515 -6.231 -0.911
C -0.011 -4.830 -6.212 -1.111
H 1.487 -7.997 -4.704 0.315
H 1.841 -8.465 -3.037 0.373
H 2.881 -7.339 -3.833 0.164
H -0.866 -7.353 -3.800 0.340
H -0.905 -6.358 -2.336 0.301
H -0.233 -7.974 -2.254 0.348
H 3.448 -5.048 -2.166 0.312
H 4.537 -4.137 -3.223 0.373
H 4.022 -5.708 -3.718 0.267
H 2.546 -2.533 -2.596 0.338
H 1.668 -2.300 -4.115 0.342
H 3.427 -2.318 -4.122 0.351
H 2.653 -4.518 -6.457 0.297
H 2.057 -6.012 -7.186 0.389
H 3.050 -6.106 -5.764 0.261
H 0.205 -3.767 -6.370 0.355
H -0.970 -4.905 -5.687 0.365
H -0.141 -5.316 -7.183 0.366
C 1.499 5.025 6.339 -0.887
N 1.151 4.156 5.233 0.093
C 2.255 4.148 4.274 -1.121
P -0.379 3.940 4.493 0.900
O -0.182 2.416 4.360 -0.825
N -1.648 3.735 5.650 0.167
C -1.344 3.290 7.008 -1.100
C -2.755 2.917 5.137 -1.078
N -0.629 5.708 4.589 -0.010
C -1.403 6.399 5.614 -0.912
C -1.053 6.214 3.273 -1.102
H 1.566 6.080 6.043 0.316
H 2.476 4.742 6.753 0.370
H 0.813 4.945 7.175 0.175
H 2.333 5.112 3.755 0.342
H 2.111 3.371 3.519 0.325
H 3.210 3.932 4.763 0.335
H -0.642 2.453 7.022 0.316
H -2.251 2.980 7.539 0.377
H -0.946 4.108 7.608 0.271
H -2.528 1.847 5.178 0.327
H -2.976 3.174 4.098 0.341
H -3.667 3.099 5.714 0.340
H -2.472 6.172 5.561 0.295
H -1.290 7.484 5.498 0.387
H -1.043 6.180 6.619 0.269
H -2.079 5.906 3.043 0.370
H -0.398 5.817 2.489 0.356
H -0.986 7.304 3.220 0.364
```